The following is a DFT calculation (ωB97M-V with the def2-TZVPD basis set) of a molecular structure, CoI.

The geometry in ORCA input format:
```
! RIJCOSX wB97M-V def2-TZVPD def2/J DEFGRID3
* xyz 1 4
Co -0.32838 0.71118 0.65476
I 0.32839 -0.71118 -0.65476
*
```

Output
Electronic energy: -1680.0429 a.u.
ΔE to the lowest compared entry with this formula, charge and spin: 21.4 kcal/mol
<S²>: 3.765
HOMO level (spin up / spin down): -16.00 / -16.41 eV
Frontier orbital gap (spin up / spin down): 9.502 / 8.578 eV
Molecular weight: 185.84 g/mol


The following is a DFT calculation (ωB97M-V with the def2-TZVPD basis set) of a molecular structure, Cr2F4H28O18P2.

The geometry in ORCA input format:
```
! RIJCOSX wB97M-V def2-TZVPD def2/J DEFGRID3
* xyz 4 7
Cr 1.07536 -2.81461 -2.11089
Cr 0.91061 -0.57734 3.22672
O 1.55810 -3.19651 -0.17533
P 2.05035 -3.20225 1.25897
O 1.54980 -2.12986 2.21319
F 3.58123 -3.08684 1.27077
F 1.68555 -4.57813 1.80679
O -0.06902 -0.38904 1.45553
P -0.24711 -0.16914 -0.01008
O 0.33173 -1.14494 -0.98825
F 0.33434 1.22391 -0.34080
F -1.75404 0.01712 -0.38059
O 3.16309 1.44447 -1.92534
H 3.92511 1.47798 -2.52826
H 2.75097 2.32135 -2.00616
O -3.12409 -2.71297 -1.68374
H -3.25841 -1.94053 -1.13566
H -4.01621 -3.05758 -1.85169
O -0.93322 -0.13864 4.00520
H -1.22740 0.08169 4.91135
H -1.67706 0.18950 3.41793
O -0.67871 -3.71926 -1.31066
H -1.55181 -3.28418 -1.53387
H -0.92245 -4.63991 -1.10002
O 2.80005 0.04165 0.79238
H 2.81221 0.70664 0.08720
H 3.73050 -0.03507 1.05322
O 2.02604 -0.97257 -2.79859
H 2.35388 -0.15028 -2.34753
H 2.01439 -0.74348 -3.74409
O 0.86581 5.45326 0.56703
H 1.01013 6.27632 0.08190
H 0.86422 4.79035 -0.13863
O 1.17766 1.40565 2.96898
H 0.63498 2.14659 2.53377
H 2.06973 1.78656 3.07869
O -0.42224 -2.12673 -3.44443
H -0.56474 -1.23319 -3.80192
H -0.94052 -2.72237 -4.02323
O 0.94568 4.39477 -2.23641
H 0.64956 4.79966 -3.06496
H 0.81568 3.45096 -2.36420
O -1.31395 -2.89838 2.29464
H -2.25056 -2.70275 2.17100
H -1.29092 -3.84804 2.48414
O -3.06566 0.53773 2.47614
H -3.70773 -0.08981 2.12043
H -3.42439 1.40754 2.25348
O -0.36829 3.23116 1.83236
H 0.08619 4.04285 1.51375
H -1.24742 3.26688 1.44616
O -3.50753 1.11918 -2.32850
H -3.06608 1.97392 -2.41331
H -3.14342 0.71669 -1.53459
*
```

Output
Electronic energy: -4541.0508 a.u.
ΔE to the lowest compared entry with this formula, charge and spin: 0.0 kcal/mol
<S²>: 12.053
HOMO level (spin up / spin down): -20.46 / -20.46 eV
Frontier orbital gap (spin up / spin down): 3.926 / 5.676 eV
Molecular weight: 558.14 g/mol


The following is a DFT calculation (ωB97M-V with the def2-TZVPD basis set) of a molecular structure, CrH12O6.

The geometry in ORCA input format:
```
! RIJCOSX wB97M-V def2-TZVPD def2/J DEFGRID3
* xyz 2 5
Cr -0.21700 -0.03089 -0.02637
O -0.37400 -1.70589 -1.30037
H -0.24000 -2.58489 -0.85137
H 0.14600 -1.72589 -2.11437
O -1.65900 0.75111 -1.19737
H -1.94200 1.44511 -0.64037
H -1.77800 1.16811 -2.07137
O 1.39100 -0.82889 1.09263
H 1.63700 -0.40189 1.90363
H 1.64700 -1.76089 1.15363
O -0.02500 1.78811 0.92363
H -0.04100 2.43111 0.20863
H 0.45600 2.20311 1.66063
O 1.21500 0.84711 -1.32737
H 2.10800 0.94711 -0.96337
H 1.39300 0.13811 -1.98837
O -1.24900 -0.90389 1.45563
H -1.68700 -0.29989 2.05663
H -0.78100 -1.47589 2.02563
*
```

Output
Electronic energy: -1502.5383 a.u.
ΔE to the lowest compared entry with this formula, charge and spin: 22.5 kcal/mol
<S²>: 6.004
HOMO level (spin up / spin down): -15.65 / -20.97 eV
Frontier orbital gap (spin up / spin down): 8.204 / 13.513 eV
Molecular weight: 160.09 g/mol


The following is a DFT calculation (ωB97M-V with the def2-TZVPD basis set) of a molecular structure, CrN6O18.

The geometry in ORCA input format:
```
! RIJCOSX wB97M-V def2-TZVPD def2/J DEFGRID3
* xyz -3 4
Cr 0.64232 0.11392 -0.34893
N 1.22900 0.91806 2.84292
O 0.14921 0.97855 3.40206
O 1.24494 0.51382 1.70310
O 2.23894 1.18934 3.49825
N -1.81811 -1.33416 1.51721
O -2.82009 -1.24761 0.81134
O -1.92447 -1.06868 2.72836
O -0.74596 -1.20574 0.97613
N 2.55490 -1.97639 -0.71491
O 3.33573 -2.88005 -0.77630
O 1.38522 -2.15674 -0.81842
O 2.65340 -0.79344 -0.35491
N -1.83833 -1.18409 -2.40263
O -2.96821 -0.99904 -1.96779
O -1.61412 -1.53755 -3.57727
O -0.95776 -0.65968 -1.70497
N -2.14273 1.63776 0.59294
O -3.17960 1.39738 -0.01668
O -1.05608 1.47991 0.00153
O -2.17201 1.88087 1.78153
N 1.99334 1.75751 -1.80592
O 1.33035 0.81518 -2.15983
O 1.71676 2.02440 -0.70949
O 2.76335 2.33647 -2.49732
*
```

Output
Electronic energy: -2726.5289 a.u.
ΔE to the lowest compared entry with this formula, charge and spin: 97.1 kcal/mol
<S²>: 3.791
HOMO level (spin up / spin down): 0.84 / 0.84 eV
Frontier orbital gap (spin up / spin down): 5.519 / 6.378 eV
Molecular weight: 424.02 g/mol


The following is a DFT calculation (ωB97M-V with the def2-TZVPD basis set) of a molecular structure, CsH15O8.

The geometry in ORCA input format:
```
! RIJCOSX wB97M-V def2-TZVPD def2/J DEFGRID3
* xyz 0 1
Cs 3.38359 0.61385 -0.82024
O 0.70634 -0.20512 0.23118
H -0.25576 -0.25728 0.23821
O 1.30780 -0.82918 3.10350
H 1.05599 -0.79203 2.15974
H 2.26850 -0.78500 3.10023
O 0.71890 -3.13259 0.97308
H 1.10348 -3.27859 1.84425
H 0.68015 -2.16420 0.88081
O 0.43639 1.20146 -2.46874
H 0.20119 0.37768 -2.01663
H 0.02422 1.89506 -1.93211
O -1.34743 2.48226 -0.81967
H -1.45759 3.43909 -0.85746
H -0.79235 2.32417 -0.02391
O -0.42802 -1.72924 -1.85286
H 0.10339 -1.49149 -1.06126
H -0.01861 -2.52678 -2.20321
O -3.04925 -0.45244 -0.74296
H -2.80811 0.48412 -0.74668
H -2.39179 -0.87658 -1.31645
O 0.39738 2.23956 1.43411
H 0.58617 1.36793 0.97599
H -0.42458 2.09533 1.92108
*
```

Output
Electronic energy: -631.0758 a.u.
HOMO level: -9.71 eV
Frontier orbital gap: 8.767 eV
Molecular weight: 276.02 g/mol


The following is a DFT calculation (ωB97M-V with the def2-TZVPD basis set) of a molecular structure, CsH2O.

The geometry in ORCA input format:
```
! RIJCOSX wB97M-V def2-TZVPD def2/J DEFGRID3
* xyz 1 1
Cs 31.27800 1.20100 2.07000
O 30.12000 -0.27100 -0.52400
H 30.30800 0.64600 -0.65600
H 30.02600 -0.50600 -1.45200
*
```

Output
Electronic energy: -96.3684 a.u.
ΔE to the lowest compared entry with this formula, charge and spin: 8.5 kcal/mol
HOMO level: -16.10 eV
Frontier orbital gap: 12.046 eV
Molecular weight: 150.92 g/mol


The following is a DFT calculation (ωB97M-V with the def2-TZVPD basis set) of a molecular structure, CsH4O2.

The geometry in ORCA input format:
```
! RIJCOSX wB97M-V def2-TZVPD def2/J DEFGRID3
* xyz 1 1
Cs -0.13870 -0.43317 0.64054
O -1.11250 2.18791 1.64313
H -0.33334 2.61967 1.26713
H -1.86973 2.72562 1.36727
O 0.92799 -2.12445 -1.42018
H 1.76678 -2.54334 -1.17488
H 0.75950 -2.43225 -2.32301
*
```

Output
Electronic energy: -172.8298 a.u.
ΔE to the lowest compared entry with this formula, charge and spin: 4.1 kcal/mol
HOMO level: -16.00 eV
Frontier orbital gap: 12.372 eV
Molecular weight: 168.94 g/mol


The following is a DFT calculation (ωB97M-V with the def2-TZVPD basis set) of a molecular structure, CsO4S.

The geometry in ORCA input format:
```
! RIJCOSX wB97M-V def2-TZVPD def2/J DEFGRID3
* xyz -1 1
Cs 0.64460 2.85854 4.36197
S -0.14428 -0.53869 -0.87661
O 1.07486 -0.57068 -1.64631
O -0.33716 0.76409 -0.30064
O -1.26471 -0.94509 -1.68882
O 0.02668 -1.56818 0.15041
*
```

Output
Electronic energy: -719.2133 a.u.
ΔE to the lowest compared entry with this formula, charge and spin: 93.1 kcal/mol
HOMO level: -1.51 eV
Frontier orbital gap: 1.802 eV
Molecular weight: 228.97 g/mol


The following is a DFT calculation (ωB97M-V with the def2-TZVPD basis set) of a molecular structure, CsO8S2.

The geometry in ORCA input format:
```
! RIJCOSX wB97M-V def2-TZVPD def2/J DEFGRID3
* xyz -3 1
Cs 3.82245 -7.22571 -16.64235
S 4.65891 -6.41903 -13.64047
O 5.28839 -7.74573 -13.55994
O 4.05771 -6.19086 -14.92047
O 3.60638 -6.30326 -12.61593
O 5.61281 -5.39400 -13.36450
S 2.60190 -9.70785 -16.34210
O 1.43617 -8.96120 -15.87818
O 2.54454 -11.14549 -16.03115
O 2.82039 -9.51049 -17.80631
O 3.69171 -9.06608 -15.65962
*
```

Output
Electronic energy: -1418.1661 a.u.
ΔE to the lowest compared entry with this formula, charge and spin: 166.7 kcal/mol
HOMO level: 2.92 eV
Frontier orbital gap: 3.146 eV
Molecular weight: 325.03 g/mol


The following is a DFT calculation (ωB97M-V with the def2-TZVPD basis set) of a molecular structure, Cu3F.

The geometry in ORCA input format:
```
! RIJCOSX wB97M-V def2-TZVPD def2/J DEFGRID3
* xyz 4 5
Cu 0.55463 -0.44995 -2.18128
Cu -1.33279 -1.31718 1.46326
Cu 0.93661 1.82480 0.64890
F -0.15845 -0.05768 0.06912
*
```

Output
Electronic energy: -5018.7658 a.u.
<S²>: 6.003
HOMO level (spin up / spin down): -26.75 / -34.01 eV
Frontier orbital gap (spin up / spin down): 5.385 / 8.728 eV
Molecular weight: 209.64 g/mol


The following is a DFT calculation (ωB97M-V with the def2-TZVPD basis set) of a molecular structure, CuH14O7.

The geometry in ORCA input format:
```
! RIJCOSX wB97M-V def2-TZVPD def2/J DEFGRID3
* xyz 1 1
Cu -0.00188 0.27561 -0.21718
O 0.13890 -0.32512 2.00586
H 0.84256 -0.98954 1.94842
H 0.47845 0.38266 2.56473
O -1.04506 2.23607 -1.12688
H -0.65718 3.12066 -1.11955
H -0.88920 1.92735 -2.02662
O 1.02678 -0.28889 -2.25462
H 0.59053 0.23628 -2.93625
H 1.12194 -1.15228 -2.67559
O -1.58715 -1.18909 -1.04968
H -2.17669 -1.13621 -1.81063
H -1.43610 -2.13099 -0.91136
O -2.67035 -0.07485 2.00513
H -2.96030 0.00197 2.91980
H -1.73833 -0.32723 2.05483
O 1.71749 -2.01862 0.27453
H 2.33740 -2.66922 0.62838
H 1.43471 -2.37808 -0.57076
O 1.61632 1.86101 0.63178
H 1.80804 2.08627 1.54860
H 2.04914 2.55225 0.11707
*
```

Output
Electronic energy: -2175.3302 a.u.
ΔE to the lowest compared entry with this formula, charge and spin: 10.6 kcal/mol
HOMO level: -12.36 eV
Frontier orbital gap: 8.865 eV
Molecular weight: 189.65 g/mol


The following is a DFT calculation (ωB97M-V with the def2-TZVPD basis set) of a molecular structure, F10KN5NaO20S10.

The geometry in ORCA input format:
```
! RIJCOSX wB97M-V def2-TZVPD def2/J DEFGRID3
* xyz -3 1
Na -0.52492 -0.20383 0.33406
K 0.34725 2.48472 1.25872
N -0.39925 0.41341 2.74845
S -1.18373 1.01763 4.13515
O -0.36370 1.33711 5.32176
O -2.60267 0.73307 4.18305
F -1.36429 2.50443 3.57921
S -0.36516 -0.93527 3.33025
O -1.46314 -1.86058 3.12474
O 0.61078 -1.21874 4.38677
F 0.44469 -1.56320 2.13460
N -1.98589 1.96430 -0.38739
S -2.08140 3.39986 -1.38616
O -3.17637 4.34461 -1.12464
O -1.72793 3.14453 -2.81968
F -0.74963 4.17972 -0.84879
S -3.31372 1.53706 -0.81359
O -3.36988 1.00099 -2.20503
O -4.46612 2.21198 -0.23682
F -3.30693 0.18257 0.13235
N 0.88854 -0.08342 -1.47519
S 1.69785 -1.49106 -2.04022
O 3.18180 -1.53696 -2.11775
O 0.98382 -2.32333 -3.02879
F 1.46047 -2.31377 -0.69422
S 1.29152 0.90262 -2.46928
O 0.40602 1.00525 -3.61361
O 2.72724 1.07174 -2.66498
F 1.06636 2.23144 -1.53662
N 4.87358 0.82627 0.71121
S 3.60132 0.08604 1.59238
O 2.24580 0.23850 1.07145
O 3.83118 0.02101 3.00041
F 4.00763 -1.37619 1.03688
S 4.51458 2.21416 1.27595
O 5.12059 2.55136 2.56806
O 3.05774 2.61572 1.17540
F 5.31649 3.15021 0.22152
N -3.06686 -4.15306 -1.73725
S -1.76749 -3.85352 -0.99347
O -1.46126 -2.46750 -0.53451
O -0.66384 -4.72890 -1.11975
F -2.49238 -4.33749 0.40970
S -2.37599 -3.34280 -3.03190
O -1.37477 -4.06578 -3.78301
O -2.34038 -1.87877 -3.12696
F -3.68752 -3.63612 -3.94245
*
```

Output
Electronic energy: -7521.2614 a.u.
ΔE to the lowest compared entry with this formula, charge and spin: 212.0 kcal/mol
HOMO level: -3.02 eV
Frontier orbital gap: 8.008 eV
Molecular weight: 962.75 g/mol


Please write out number 12 again, unchanged.
The following is a DFT calculation (ωB97M-V with the def2-TZVPD basis set) of a molecular structure, F10KN5NaO20S10.

The geometry in ORCA input format:
```
! RIJCOSX wB97M-V def2-TZVPD def2/J DEFGRID3
* xyz -3 1
Na -0.52492 -0.20383 0.33406
K 0.34725 2.48472 1.25872
N -0.39925 0.41341 2.74845
S -1.18373 1.01763 4.13515
O -0.36370 1.33711 5.32176
O -2.60267 0.73307 4.18305
F -1.36429 2.50443 3.57921
S -0.36516 -0.93527 3.33025
O -1.46314 -1.86058 3.12474
O 0.61078 -1.21874 4.38677
F 0.44469 -1.56320 2.13460
N -1.98589 1.96430 -0.38739
S -2.08140 3.39986 -1.38616
O -3.17637 4.34461 -1.12464
O -1.72793 3.14453 -2.81968
F -0.74963 4.17972 -0.84879
S -3.31372 1.53706 -0.81359
O -3.36988 1.00099 -2.20503
O -4.46612 2.21198 -0.23682
F -3.30693 0.18257 0.13235
N 0.88854 -0.08342 -1.47519
S 1.69785 -1.49106 -2.04022
O 3.18180 -1.53696 -2.11775
O 0.98382 -2.32333 -3.02879
F 1.46047 -2.31377 -0.69422
S 1.29152 0.90262 -2.46928
O 0.40602 1.00525 -3.61361
O 2.72724 1.07174 -2.66498
F 1.06636 2.23144 -1.53662
N 4.87358 0.82627 0.71121
S 3.60132 0.08604 1.59238
O 2.24580 0.23850 1.07145
O 3.83118 0.02101 3.00041
F 4.00763 -1.37619 1.03688
S 4.51458 2.21416 1.27595
O 5.12059 2.55136 2.56806
O 3.05774 2.61572 1.17540
F 5.31649 3.15021 0.22152
N -3.06686 -4.15306 -1.73725
S -1.76749 -3.85352 -0.99347
O -1.46126 -2.46750 -0.53451
O -0.66384 -4.72890 -1.11975
F -2.49238 -4.33749 0.40970
S -2.37599 -3.34280 -3.03190
O -1.37477 -4.06578 -3.78301
O -2.34038 -1.87877 -3.12696
F -3.68752 -3.63612 -3.94245
*
```

Output
Electronic energy: -7521.2614 a.u.
ΔE to the lowest compared entry with this formula, charge and spin: 212.0 kcal/mol
HOMO level: -3.02 eV
Frontier orbital gap: 8.008 eV
Molecular weight: 962.75 g/mol